Record 1
C5H22O7S2 | the ωB97M-V functional and the def2-TZVPD basis

CARTESIAN COORDINATES (ANGSTROEM)
C 0.927 0.166 3.245
C 2.021 1.086 3.400
O 3.184 0.981 3.051
C 0.365 0.317 1.786
S -1.073 1.486 1.607
S -0.888 2.485 -0.028
C -1.931 1.633 -1.257
C -1.547 1.572 -2.773
H 1.337 -0.915 3.472
H 0.216 0.193 4.016
H 1.798 1.936 4.027
H -0.015 -0.721 1.464
H 1.105 0.534 1.046
H -3.010 2.021 -1.306
H -2.111 0.637 -0.850
H -2.203 0.860 -3.288
H -0.649 0.871 -2.714
H -1.542 2.681 -3.068
H 1.747 -2.695 1.168
H 2.130 -1.600 0.316
O 2.132 -1.835 1.253
H -1.172 -2.424 -0.168
H -2.451 -3.231 -0.236
O -1.999 -2.572 0.292
H 2.622 0.186 -2.667
H 2.755 -0.226 -1.274
O 2.167 -0.465 -2.013
H 4.483 -0.564 0.981
H 3.469 0.449 1.554
O 3.827 0.094 0.682
H -0.366 -1.317 -3.112
H -1.443 -1.828 -3.980
O -1.296 -1.286 -3.242
H -3.959 0.794 0.207
H -4.006 0.088 -1.054
O -4.622 0.609 -0.540

Calculated values
**SMILES**: CCSSCCC=O.O.O.O.O.O.O
**Relative energy (zero: lowest compared OMol25 entry of this formula, charge and spin)**: 201.9 kJ/mol
**HOMO-LUMO gap**: 8.778 eV
**HOMO level**: -8.72 eV
**Total energy**: -41542.581 eV

=====

Record 2
C5H23NO7 | the ωB97M-V functional and the def2-TZVPD basis

CARTESIAN COORDINATES (ANGSTROEM)
O 1.216 2.855 -1.475
C 1.519 2.735 -0.310
C 0.481 2.275 0.633
C 0.424 0.725 0.594
C -0.264 -0.010 1.763
C 0.339 0.201 3.133
N 0.410 -0.839 4.173
H 2.558 2.931 0.169
H -0.549 2.694 0.207
H 0.634 2.249 1.703
H -0.006 0.490 -0.499
H 1.491 0.211 0.406
H -1.385 0.286 1.806
H -0.490 -1.027 1.730
H 1.313 0.561 3.014
H -0.280 0.985 3.560
H -0.457 -1.233 4.506
H 1.064 -1.537 3.986
H -0.635 -1.507 -3.575
H -0.802 -0.067 -4.213
O -1.220 -0.892 -4.001
H -2.978 0.936 -0.943
H -3.728 1.844 -0.060
O -3.826 0.990 -0.526
H 1.763 -0.407 -3.726
H 1.456 1.110 -3.815
O 1.582 0.268 -4.332
H 2.322 -2.592 1.455
H 2.609 -1.432 0.410
O 1.934 -1.921 0.845
H -2.864 -2.669 -0.464
H -2.172 -1.587 -1.321
O -2.202 -1.920 -0.401
H -0.073 -1.016 -0.946
H 0.423 -2.335 -1.606
O 0.392 -1.354 -1.883

Calculated values
**SMILES**: NCCCCC=O.O.O.O.O.O.O
**Relative energy (zero: lowest compared OMol25 entry of this formula, charge and spin)**: 405.7 kJ/mol
**HOMO-LUMO gap**: 9.470 eV
**HOMO level**: -9.38 eV
**Total energy**: -21377.742 eV

=====

Record 3
C5H23NO8 | the ωB97M-V functional and the def2-TZVPD basis

CARTESIAN COORDINATES (ANGSTROEM)
C 1.915 1.940 -0.266
C 0.918 1.489 0.733
C -0.113 0.590 0.549
N -0.818 0.489 1.723
C -0.249 1.299 2.661
C 0.833 1.938 2.078
H 1.452 2.631 -0.982
H 2.775 2.454 0.164
H 2.309 1.135 -0.910
H -0.387 0.061 -0.340
H -1.633 -0.087 1.873
H -0.647 1.433 3.654
H 1.474 2.664 2.554
H -2.851 -2.472 1.767
H -1.729 -2.311 0.706
O -2.407 -1.816 1.222
H 1.333 -0.713 -1.917
H 2.258 -1.681 -1.125
O 1.495 -1.645 -1.754
H -2.108 -1.835 -1.482
H -3.292 -1.161 -0.774
O -2.894 -1.255 -1.647
H -2.726 0.898 -3.803
H -2.681 0.306 -2.367
O -2.559 1.141 -2.883
H 2.521 -0.225 2.802
H 1.377 -1.098 2.243
O 2.303 -1.118 2.512
H -0.616 -3.757 -1.021
H 0.120 -2.368 -1.021
O -0.709 -2.834 -0.720
H 4.217 -1.024 0.056
H 3.085 -1.475 1.002
O 3.467 -1.619 0.103
H -2.031 2.802 -2.331
H -1.694 3.542 -1.051
O -1.712 3.681 -2.007

Calculated values
**SMILES**: Cc1cc[nH]c1.O.O.O.O.O.O.O.O
**Relative energy (zero: lowest compared OMol25 entry of this formula, charge and spin)**: 16.5 kJ/mol
**HOMO-LUMO gap**: 8.620 eV
**HOMO level**: -8.45 eV
**Total energy**: -23429.864 eV

=====

Record 4
C5H24N10O7 | the ωB97M-V functional and the def2-TZVPD basis

CARTESIAN COORDINATES (ANGSTROEM)
C 3.133 0.210 3.343
O 3.768 0.043 2.286
N 2.016 0.828 3.497
N 3.538 -0.229 4.500
H 1.607 0.837 4.421
H 1.591 1.280 2.700
H 4.387 -0.776 4.469
H 3.287 0.263 5.346
C -3.894 3.263 -1.568
O -4.286 3.279 -2.657
N -4.593 3.596 -0.491
N -2.683 3.016 -1.191
H -5.558 3.836 -0.672
H -4.147 3.714 0.407
H -1.811 2.908 -1.691
H -2.714 3.115 -0.187
C 2.682 -3.075 1.105
O 3.399 -3.480 1.966
N 1.533 -3.757 0.863
N 2.771 -2.017 0.363
H 0.793 -3.250 0.399
H 1.253 -4.572 1.390
H 1.978 -1.738 -0.197
H 3.543 -1.429 0.644
C -0.306 0.698 -2.968
O -0.214 1.676 -2.261
N 0.683 -0.075 -3.386
N -1.453 0.300 -3.392
H 0.515 -0.879 -3.974
H 1.531 0.107 -2.867
H -1.421 -0.619 -3.809
H -2.317 0.742 -3.112
C -0.915 -2.225 -0.267
O -0.029 -1.401 -0.501
N -1.515 -2.986 -1.187
N -1.480 -2.334 0.900
H -2.346 -3.460 -0.863
H -1.129 -3.310 -2.062
H -1.055 -1.810 1.651
H -2.360 -2.825 0.969
O 0.349 3.772 -0.280
H 0.489 2.863 -0.015
H 0.151 3.722 -1.215
O 0.428 0.978 0.161
H 0.153 1.153 -0.739
H 0.648 0.047 0.168

Calculated values
**SMILES**: NC(N)=O.NC(N)=O.NC(N)=O.NC(N)=O.NC(N)=O.O.O
**Relative energy (zero: lowest compared OMol25 entry of this formula, charge and spin)**: 231.7 kJ/mol
**HOMO-LUMO gap**: 8.938 eV
**HOMO level**: -9.13 eV
**Total energy**: -34810.758 eV

=====

- HOMO level of number 3 (C5H23NO8)?
  -8.45 eV

=====

- Which of these has the highest relative energy (zero: lowest compared OMol25 entry of this formula, charge and spin)?
  C5H23NO7

=====

- The highest HOMO level belongs to which entry?
  C5H23NO8

=====

- What is the formula in the fourth record?
  C5H24N10O7